[1]
17
Properties=species:S:1:pos:R:3 method="wB97M-V/def2-TZVPD" total_charge=+1 homo_lumo_gap_ev="9.084 / 5.488" largest_force_ev_per_a=3.57 relative_energy_kj_mol=278.6 homo_ev="-14.8 / -14.7" spin_multiplicity=2
Cu 3.556 0.532 -2.141
Br 1.997 -0.529 -1.373
O -0.814 -0.152 3.158
S -0.095 -0.294 1.947
O 0.907 -1.349 1.859
O -1.222 -0.393 0.694
C -0.819 -1.014 -0.557
C -1.392 -0.161 -1.829
C 0.709 1.280 1.471
H -0.936 -2.091 -0.437
H 0.266 -1.069 -0.644
H -2.331 0.246 -1.453
H -1.375 -0.826 -2.692
H -0.873 0.785 -1.981
H 1.672 1.550 1.905
H 0.020 2.098 1.684
H 0.729 1.385 0.387

***

[2]
8
Properties=species:S:1:pos:R:3 method="wB97M-V/def2-TZVPD" homo_lumo_gap_ev=10.587 largest_force_ev_per_a=4.76 relative_energy_kj_mol=111.2 homo_ev=-10.5 smiles="O=C=NO.O=C=O" spin_multiplicity=1
O 0.683 2.549 0.241
C -0.063 1.738 0.008
N -0.775 0.775 0.187
O -1.939 0.205 -0.332
H -1.530 -0.584 -0.589
O 2.099 -1.078 -0.361
C 1.218 -1.560 0.157
O 0.306 -2.045 0.689

***

[3]
8
Properties=species:S:1:pos:R:3 method="wB97M-V/def2-TZVPD" total_charge=+1 homo_lumo_gap_ev=8.590 largest_force_ev_per_a=2.79 relative_energy_kj_mol=29.7 homo_ev=-14.3 smiles="N/C(I)=[NH+]/I" spin_multiplicity=1
N -1.214 -0.408 -0.275
C 0.118 -0.367 -0.094
I 1.146 -2.168 -0.170
N 0.675 0.790 0.187
I 2.693 1.477 0.068
H -1.567 0.415 0.114
H -1.858 -1.275 -0.184
H 0.008 1.537 0.353

***

[4]
14
Properties=species:S:1:pos:R:3 method="wB97M-V/def2-TZVPD" homo_lumo_gap_ev=10.153 largest_force_ev_per_a=6.45 relative_energy_kj_mol=227.5 homo_ev=-9.0 smiles="C=N.NCN" spin_multiplicity=1
C -1.820 2.951 -0.402
N -1.930 1.910 0.455
H -1.036 2.941 -1.153
H -2.688 3.697 -0.309
H -2.599 1.928 1.225
N 1.790 -2.157 0.866
C 1.564 -1.639 -0.439
N 0.331 -0.719 -0.573
H 1.932 -1.409 1.559
H 0.944 -2.661 1.234
H 2.408 -1.082 -0.730
H 1.654 -2.451 -1.088
H -0.215 -1.248 -1.227
H -0.204 -0.820 0.298